1.
40
Properties=species:S:1:pos:R:3 method="wB97M-V/def2-TZVPD" homo_energy_ha=-0.32914 e_tot_ha=-2110.49620 e_lumo_ha=-0.0511 gap_ev=7.6 de_lowest_kj_mol=0.00
Au 1.758 -1.815 -0.458
C -0.665 5.578 -1.695
C -0.197 4.369 -0.933
C -0.532 4.201 0.407
C -0.080 3.103 1.124
C 0.715 2.165 0.486
C 1.070 2.310 -0.850
C 0.606 3.409 -1.549
S 1.307 0.760 1.365
O 2.708 0.625 1.104
O 0.801 0.823 2.704
N 0.621 -0.518 0.596
C -0.628 -1.025 0.946
C -1.693 -0.355 1.496
C -2.877 -1.053 1.817
C -3.018 -2.396 1.605
C -1.939 -3.119 1.050
C -1.949 -4.505 0.777
C -0.851 -5.115 0.236
C 0.292 -4.353 -0.043
N 0.314 -3.061 0.205
C -0.766 -2.417 0.736
H -1.637 5.918 -1.339
H -0.742 5.368 -2.761
H 0.040 6.403 -1.571
H -1.152 4.941 0.898
H -0.328 2.974 2.169
H 1.708 1.576 -1.328
H 0.876 3.529 -2.591
H -1.627 0.704 1.695
H -3.699 -0.494 2.244
H -3.938 -2.910 1.851
H -2.840 -5.079 1.000
H -0.843 -6.172 0.015
H 1.190 -4.779 -0.472
O 5.067 -1.795 -1.904
S 3.705 -1.910 -2.291
O 3.382 -2.120 -3.661
O 2.969 -3.047 -1.402
O 2.874 -0.716 -1.678

---

2.
38
Properties=species:S:1:pos:R:3 method="wB97M-V/def2-TZVPD" charge=-2 homo_energy_ha=-0.03063 e_tot_ha=-1795.96449 e_lumo_ha=0.1629 gap_ev=5.3 de_lowest_kj_mol=0.00
C 0.312 -1.146 -1.569
C 1.158 -0.008 -1.745
C 0.329 1.149 -1.805
C 2.629 -0.002 -1.880
C -1.029 0.730 -1.707
C -1.043 -0.689 -1.552
C -2.249 -1.521 -1.379
C 0.748 -2.549 -1.442
C 0.803 2.547 -1.897
C -2.204 1.624 -1.700
Sn -0.066 -0.353 1.338
Cl 4.718 1.549 1.180
Cl 2.252 -0.753 1.261
O -1.544 0.934 0.978
H 3.062 -0.958 -1.572
H 3.106 0.775 -1.266
H 2.895 0.172 -2.933
H 1.758 2.673 -1.372
H 0.066 3.241 -1.477
H 0.957 2.822 -2.950
H -2.006 2.547 -1.139
H -3.079 1.133 -1.258
H -2.464 1.909 -2.731
H -3.048 -0.982 -0.850
H -2.042 -2.443 -0.822
H -2.645 -1.804 -2.369
H 1.717 -2.649 -0.934
H 0.856 -2.971 -2.455
H 0.023 -3.166 -0.894
H -1.683 1.450 1.786
O -0.943 -2.170 1.586
H -1.817 -2.092 1.983
B 0.046 0.038 5.772
C 0.193 0.433 4.304
N 0.291 0.745 3.184
H 0.983 -0.653 6.103
H -0.990 -0.610 5.804
H -0.049 1.049 6.417

---

3.
51
Properties=species:S:1:pos:R:3 method="wB97M-V/def2-TZVPD" s2=2.01 homo_energy_ha="-0.30432 / -0.31481" e_tot_ha=-2131.15012 e_lumo_ha="0.0077 / -0.0675" gap_ev="8.5 / 6.7" spin_multiplicity=3
Pd 0.505 0.049 0.684
F -4.735 0.703 -2.959
C -3.666 1.046 -2.219
F -4.122 1.739 -1.170
F -2.933 1.889 -2.967
C -2.875 -0.164 -1.808
C -3.331 -1.430 -2.120
C -2.611 -2.546 -1.712
C -1.429 -2.342 -1.034
N -0.964 -1.125 -0.759
C -1.680 -0.040 -1.081
S -1.010 1.446 -0.493
H -4.249 -1.544 -2.678
H -2.961 -3.546 -1.923
H -0.809 -3.168 -0.708
C 5.291 -0.185 -2.101
C 4.346 -0.750 -1.048
C 4.933 -0.713 0.363
Sb 2.407 0.227 -1.034
C 2.127 0.560 -3.154
C 0.955 1.472 -3.485
C 2.014 -0.789 -3.863
C 2.773 2.266 -0.377
C 2.634 2.334 1.145
C 4.085 2.874 -0.859
H 6.217 -0.768 -2.106
H 5.556 0.852 -1.892
H 4.871 -0.233 -3.106
H 4.094 -1.781 -1.307
H 5.257 0.296 0.626
H 5.808 -1.366 0.422
H 4.218 -1.049 1.116
H 3.059 1.053 -3.441
H 0.001 1.004 -3.239
H 0.958 1.683 -4.559
H 1.000 2.426 -2.959
H 1.116 -1.322 -3.539
H 2.876 -1.432 -3.673
H 1.940 -0.640 -4.944
H 1.937 2.802 -0.833
H 3.277 1.617 1.659
H 1.607 2.161 1.476
H 2.904 3.333 1.503
H 4.948 2.370 -0.420
H 4.137 3.927 -0.564
H 4.179 2.832 -1.946
F -0.249 -1.677 4.200
B -0.002 -1.135 2.980
F -0.003 -2.092 1.925
F -0.938 -0.117 2.607
F 1.293 -0.486 2.906

---

4.
42
Properties=species:S:1:pos:R:3 method="wB97M-V/def2-TZVPD" charge=+1 homo_energy_ha=-0.39776 e_tot_ha=-882.97386 e_lumo_ha=-0.1967 gap_ev=5.5 de_lowest_kj_mol=115.56
C 5.317 -1.774 -1.503
O 4.933 -0.418 -1.532
C 3.568 -0.196 -1.486
C 3.106 1.132 -1.549
C 1.773 1.428 -1.529
C 0.791 0.410 -1.442
C -0.567 0.788 -1.466
C -1.764 0.020 -1.506
C -2.993 0.709 -1.438
C -4.190 0.038 -1.445
C -4.217 -1.343 -1.519
C -3.032 -2.046 -1.621
C -1.830 -1.382 -1.636
C 1.269 -0.918 -1.323
C 2.600 -1.210 -1.364
H 6.406 -1.826 -1.531
H 4.968 -2.245 -0.584
H 4.918 -2.292 -2.376
H 3.836 1.918 -1.614
H 1.449 2.453 -1.583
H -0.732 1.851 -1.452
H -2.983 1.785 -1.394
H -5.115 0.589 -1.401
H -5.157 -1.870 -1.510
H -3.049 -3.121 -1.702
H -0.949 -1.957 -1.825
H 0.590 -1.721 -1.125
H 2.912 -2.236 -1.286
C -2.547 2.089 2.243
C -1.313 1.391 2.657
N -0.398 1.003 1.829
C 0.608 0.307 2.526
C 0.143 0.170 3.991
N -1.038 1.019 3.988
H -3.191 2.285 3.100
H -2.312 3.040 1.769
H -3.103 1.483 1.528
H 0.779 -0.669 2.049
H 1.545 0.879 2.454
H -0.120 -0.863 4.251
H 0.877 0.537 4.716
H -1.788 0.763 4.638